# 1
C5H7NaO4 | wB97M-V/def2-TZVPD

XYZ file:
```
17
Properties=species:S:1:pos:R:3:nbo_charge:R:1
Na -1.164 -1.192 2.750 0.986
O -1.075 1.317 2.430 -0.635
O -0.367 -1.690 -1.011 -0.466
O 0.417 -2.201 1.021 -0.665
O 1.678 -2.615 -0.915 -0.457
C 0.077 -1.798 -2.375 -0.155
C 1.447 -2.379 -2.232 0.099
C -0.731 3.524 1.582 -0.733
C 0.526 -2.180 -0.182 1.002
C -0.398 2.097 1.781 0.484
H -0.619 -2.449 -2.926 0.220
H 1.945 -3.032 -2.946 0.208
H -0.742 3.726 0.499 0.255
H 0.088 4.132 1.998 0.262
H 0.069 -0.792 -2.820 0.220
H -1.689 3.793 2.039 0.250
H 0.540 1.740 1.309 0.124
```

2S+1 = 2
Total energy = -17898.331 eV
Net charge = +1
Gap between HOMO and LUMO (spin up / spin down) = 7.54 / 10.39 eV
Lowest unoccupied orbital energy (spin up / spin down) = -3.69 / -3.69 eV
Expectation value of S² = 0.753

***

# 2
C4H9N3O2 | wB97M-V/def2-TZVPD

XYZ file:
```
18
Properties=species:S:1:pos:R:3:nbo_charge:R:1
O -3.098 0.095 0.591 -0.594
O 2.791 -1.166 0.524 -0.651
N -1.860 0.361 1.249 -0.377
N 0.234 -1.733 1.372 -0.587
N 2.523 0.725 -0.667 -0.840
C 0.296 -0.643 0.823 0.328
C 2.067 -0.278 0.110 0.556
C -0.832 0.113 -1.281 -0.651
C -0.413 0.364 0.147 -0.150
H 1.921 1.458 -0.995 0.394
H -1.830 -0.404 1.927 0.349
H 3.513 0.785 -0.874 0.407
H -0.081 1.379 0.359 0.233
H -0.201 -0.543 -1.878 0.236
H -0.866 1.057 -1.826 0.217
H 1.159 -2.196 1.389 0.405
H -1.807 -0.335 -1.455 0.262
H -3.517 0.958 0.486 0.463
```

Total energy = -12854.771 eV
Net charge = 0
Gap between HOMO and LUMO = 8.79 eV
Lowest unoccupied orbital energy = 0.59 eV

***

# 3
C16H32O2P2Ti | wB97M-V/def2-TZVPD

XYZ file:
```
53
Properties=species:S:1:pos:R:3:nbo_charge:R:1
Ti 1.840 -0.643 1.103 1.741
P 1.473 -2.296 -0.393 0.816
P 1.810 0.803 -0.619 0.698
O 0.837 0.087 2.754 -0.719
O 1.064 -2.087 2.624 -0.676
C -1.824 0.420 0.822 -0.430
C 0.422 1.701 -1.436 -0.882
C 2.769 -3.521 -0.755 -0.904
C -3.343 1.956 -1.219 -0.459
C -4.267 0.070 0.214 -0.129
C -2.540 3.023 -0.545 -0.175
C 0.606 -1.084 3.250 0.681
C 3.790 -1.268 1.543 -1.077
C 2.212 -0.259 -2.111 -0.648
C -4.523 1.426 -0.382 -0.457
C 0.023 -3.295 0.049 -0.924
C 1.323 -1.520 -2.077 -0.684
C -3.146 -0.291 0.858 -0.239
C -1.805 1.781 1.543 -0.459
C 2.842 2.267 -0.328 -0.910
C -1.906 2.978 0.647 -0.224
H -2.624 1.811 2.275 0.248
H -5.397 1.365 -1.045 0.236
H 2.454 -4.523 -0.456 0.288
H 2.983 2.854 -1.245 0.294
H -0.142 -4.065 -0.709 0.283
H 3.278 -0.502 -2.052 0.254
H 1.664 -2.269 -2.798 0.279
H 0.050 -1.177 4.195 0.206
H -1.391 0.526 -0.176 0.190
H -0.871 -2.668 0.145 0.274
H -1.588 3.915 1.102 0.225
H -3.171 -1.139 1.551 0.208
H 2.949 -3.512 -1.829 0.266
H -1.110 -0.236 1.348 0.172
H 0.211 -3.764 1.025 0.293
H 3.606 -2.040 2.323 0.288
H 2.041 0.347 -3.009 0.282
H -4.790 2.177 0.384 0.241
H -2.568 3.983 -1.086 0.222
H 0.266 -1.301 -2.289 0.268
H -0.410 1.031 -1.687 0.254
H -2.709 1.129 -1.566 0.195
H 3.812 1.987 0.093 0.266
H 3.694 -3.279 -0.228 0.265
H 4.263 -0.382 2.002 0.268
H 0.037 2.497 -0.783 0.298
H 0.806 2.142 -2.370 0.269
H -3.782 2.436 -2.103 0.239
H 2.325 2.902 0.410 0.287
H -0.854 1.809 2.092 0.213
H -5.123 -0.627 0.191 0.228
H 4.436 -1.678 0.755 0.260
```

Total energy = -62880.941 eV
Net charge = +2
Gap between HOMO and LUMO (spin up / spin down) = 4.82 / 4.82 eV
Lowest unoccupied orbital energy (spin up / spin down) = -9.13 / -9.13 eV

***

Short version: energy relative to the best compared isomer or geometry (same formula, charge and spin) = 0.000, 5.156, 0.000 eV, in the order given.